Entry 1:
Molecular formula: C4H13N2
Method: DFT, ωB97M-V/def2-TZVPD

Results
- energy relative to the best compared isomer or geometry (same formula, charge and spin) (kJ/mol) = 96.3
- electronic energy (Ha) = -268.969706
- maximum force (eV/A) = 2.5
- Kohn-Sham gap (alpha / beta) (eV) = 13.786 / 9.591

ORCA input file:
```
! wB97M-V def2-TZVPD RIJCOSX def2/J DEFGRID3
* xyz 2 2
C -0.680 0.417 1.022
N -1.425 -0.618 0.274
C -2.861 -0.312 -0.132
C 0.871 0.467 0.779
N 1.189 -0.031 -0.615
C 2.624 -0.097 -1.053
H -0.921 0.182 2.064
H -1.101 1.351 0.631
H -1.370 -1.582 0.622
H -2.773 0.581 -0.743
H -3.317 -0.069 0.836
H -3.284 -1.144 -0.687
H 1.482 -0.010 1.534
H 1.195 1.507 0.719
H 0.948 -1.027 -0.582
H 0.577 0.460 -1.269
H 2.992 0.936 -0.973
H 2.668 -0.343 -2.113
H 3.189 -0.667 -0.315
*
```

***

Entry 2:
Molecular formula: C4H13N2O
Method: DFT, ωB97M-V/def2-TZVPD

Results
- energy relative to the best compared isomer or geometry (same formula, charge and spin) (kJ/mol) = 196.9
- electronic energy (Ha) = -344.691857
- maximum force (eV/A) = 6.0
- Kohn-Sham gap (eV) = 10.330

ORCA input file:
```
! wB97M-V def2-TZVPD RIJCOSX def2/J DEFGRID3
* xyz 1 1
C 0.930 -2.240 0.416
C 1.559 -1.018 0.860
O 1.462 0.070 0.298
N 2.352 -1.038 1.962
H -0.159 -2.064 -0.012
H 0.694 -3.119 1.064
H 3.003 -0.249 2.015
H 2.188 -1.687 2.768
H 1.559 -2.843 -0.448
C -1.142 0.879 -0.519
C -2.226 1.763 -0.076
N -0.315 1.221 -1.808
H -0.377 0.772 0.294
H -1.510 -0.130 -0.567
H -2.992 1.920 -0.982
H -1.969 2.848 0.208
H 0.110 2.192 -1.894
H 0.514 0.557 -1.726
H -0.924 0.923 -2.640
H -2.759 1.243 0.786
*
```

***

Entry 3:
Molecular formula: C4H13N2O
Method: DFT, ωB97M-V/def2-TZVPD

Results
- energy relative to the best compared isomer or geometry (same formula, charge and spin) (kJ/mol) = 157.1
- electronic energy (Ha) = -344.707017
- maximum force (eV/A) = 3.5
- Kohn-Sham gap (eV) = 11.111

ORCA input file:
```
! wB97M-V def2-TZVPD RIJCOSX def2/J DEFGRID3
* xyz 1 1
C -0.136 2.081 -2.135
C 0.449 0.705 -1.772
C 0.216 0.399 -0.319
C -0.687 -0.482 0.115
N -0.805 -0.698 1.561
N 0.954 1.155 0.623
H -1.269 2.144 -1.981
H 0.325 2.849 -1.514
H 0.067 2.277 -3.232
H -0.052 -0.067 -2.378
H 1.506 0.655 -2.035
H -1.297 -1.180 -0.485
H -1.716 -0.554 1.871
H -0.094 -0.073 1.918
H -0.438 -1.649 1.922
H 1.970 1.127 0.459
H 0.751 2.140 0.534
H 0.216 -3.854 1.572
H 0.082 -3.724 3.067
O -0.039 -3.249 2.207
*
```

***

Entry 4:
Molecular formula: C4H13N2O
Method: DFT, ωB97M-V/def2-TZVPD

Results
- energy relative to the best compared isomer or geometry (same formula, charge and spin) (kJ/mol) = 151.6
- electronic energy (Ha) = -344.709097
- maximum force (eV/A) = 1.2
- Kohn-Sham gap (eV) = 11.192

ORCA input file:
```
! wB97M-V def2-TZVPD RIJCOSX def2/J DEFGRID3
* xyz 1 1
C -1.382 -1.430 0.824
C 0.112 -1.054 0.787
C 0.448 -0.283 -0.443
C 0.555 -0.745 -1.677
N 0.654 0.180 -2.767
N 0.195 1.171 -0.367
H -1.640 -2.029 -0.053
H -2.003 -0.530 0.876
H -1.594 -2.065 1.680
H 0.309 -0.415 1.649
H 0.717 -1.929 0.979
H 0.691 -1.811 -1.822
H 1.606 0.133 -3.139
H 0.038 -0.027 -3.543
H -0.748 1.411 -0.064
H 0.819 1.672 0.273
H 0.345 1.507 -1.346
H 1.021 2.264 2.983
H -0.447 1.802 2.824
O 0.303 2.179 2.345
*
```

***

Entry 5:
Molecular formula: C4H13N2O
Method: DFT, ωB97M-V/def2-TZVPD

Results
- energy relative to the best compared isomer or geometry (same formula, charge and spin) (kJ/mol) = 390.5
- electronic energy (Ha) = -344.618095
- maximum force (eV/A) = 4.8
- Kohn-Sham gap (eV) = 9.851

ORCA input file:
```
! wB97M-V def2-TZVPD RIJCOSX def2/J DEFGRID3
* xyz 1 1
C 1.275 -0.780 3.037
C 0.942 -0.893 1.557
C -0.444 -0.301 1.055
N -0.672 0.724 -0.021
C -0.369 0.568 -1.258
N 0.436 1.474 -1.863
H 0.334 -0.585 3.708
H 1.595 -1.762 3.335
H 2.122 -0.090 3.180
H 1.599 -0.368 0.697
H 1.029 -2.118 1.301
H -0.924 -1.262 0.665
H -0.858 0.103 1.909
H -0.494 1.663 0.379
H -0.384 -0.376 -1.867
H 0.096 2.402 -1.783
H 1.038 1.261 -2.605
H -1.991 -0.082 -4.482
H -2.529 0.565 -3.412
O -1.799 -0.141 -3.531
*
```

***

Entry 6:
Molecular formula: C4H13N2O
Method: DFT, ωB97M-V/def2-TZVPD

Results
- energy relative to the best compared isomer or geometry (same formula, charge and spin) (kJ/mol) = 501.8
- electronic energy (Ha) = -344.113333
- maximum force (eV/A) = 5.6
- Kohn-Sham gap (alpha / beta) (eV) = 7.543 / 4.292

ORCA input file:
```
! wB97M-V def2-TZVPD RIJCOSX def2/J DEFGRID3
* xyz 2 2
C -0.420 1.115 -0.318
C -0.183 0.595 -1.756
C 1.109 -0.440 -1.714
C 2.537 -1.460 -0.225
N 1.362 -1.485 -0.718
N -0.507 0.084 0.799
H 0.548 1.629 -0.182
H -1.310 1.707 -0.357
H 0.217 1.567 -2.246
H -1.017 0.069 -2.285
H 1.893 0.322 -1.786
H 1.153 -1.021 -2.649
H 3.382 -1.037 -0.772
H 2.631 -1.601 0.886
H -0.432 0.638 1.861
H 0.402 -0.601 0.752
H -1.155 -0.655 0.719
H -3.013 -0.053 4.007
H -4.061 0.357 2.923
O -3.136 0.271 3.062
*
```

***

Number 2 is which compound? C4H13N2O

***

Which of these has the lowest maximum force? number 4

***

Number 4 is which compound? C4H13N2O